(1)
# C20H22N5O4W

A structure of composition C20H22N5O4W (ωB97M-V with the def2-TZVPD basis set, OMol25).

## Properties
F_max in eV/Å: 0.12
Relative energy (zero: lowest compared OMol25 entry of this formula, charge and spin) in kJ/mol: 0.0
DFT total energy in eV: -38557.6973
HOMO (alpha / beta) in eV: -11.21 / -11.21
Charge: +1

Last column: Mulliken charge in e.
Element x y z (Å)
1 N 1.9689 1.0267 0.5446  -0.4925
2 N -2.1605 0.7450 -1.5621  -0.7209
3 N 3.2155 -0.8810 1.1796  -0.2102
4 N -1.8446 0.0777 -0.3892  0.0659
5 H -2.8568 -5.1481 1.3850  0.4019
6 H -0.9052 -1.4396 -1.5088  0.5305
7 H -1.0349 -5.1645 3.0099  0.4172
8 H 5.7951 0.5582 1.8182  0.3731
9 H -3.0696 1.5695 -3.8125  0.4675
10 H 4.1727 3.2165 0.8906  0.3488
11 C -2.2733 -3.3123 0.4562  -0.7863
12 H -0.0215 -3.9941 4.8616  0.4149
13 W -0.0477 0.3608 0.4166  1.9901
14 O 0.5221 -1.1847 1.4417  -1.1782
15 C -2.2263 3.0010 -5.1754  -0.6615
16 H 0.7952 3.0791 -2.7731  0.3399
17 C -1.1377 3.8196 -5.4521  -0.3857
18 H 5.8069 -0.2030 0.2018  0.3883
19 O 0.8951 -3.2268 3.1634  -0.3886
20 H -1.7425 0.9145 2.3995  0.4157
21 C -2.2279 2.2082 -4.0423  -0.4312
22 N 4.2150 1.1270 0.5392  0.0154
23 C 5.5890 0.7100 0.7570  -1.1328
24 H -1.1417 4.4402 -6.3383  0.3955
25 H 2.3517 -1.3524 1.4445  0.2563
26 C -0.3434 -2.2707 1.4305  0.5021
27 C -0.0490 3.8472 -4.5933  -0.6603
28 C 3.1454 0.3707 0.7682  0.5277
29 C -1.3551 -2.2686 0.4849  0.4725
30 H -0.1825 1.7788 2.6364  0.3396
31 H 6.2474 1.4901 0.3862  0.3879
32 H 1.0553 -5.1313 4.0023  0.3641
33 C 2.2953 2.3692 0.2505  0.3199
34 O 1.5032 3.2557 0.1308  -0.5108
35 H -1.3734 2.3610 1.4273  0.4045
36 H 1.7467 -3.7754 4.9080  0.2396
37 C -1.1320 1.3932 -1.9792  0.5709
38 C -1.1081 -4.3436 2.3111  -0.4368
39 C -2.1475 -4.3321 1.3832  -0.9656
40 H -3.0657 -3.3231 -0.2796  0.5073
41 C -1.2329 -1.1578 -0.5029  -0.0353
42 O 0.0336 1.2892 -1.2858  -0.6268
43 H 0.7927 4.4927 -4.8054  0.4083
44 C -0.0412 3.0527 -3.4577  -0.2048
45 H 4.1041 -1.3065 1.3782  0.2129
46 H -3.0754 2.9833 -5.8451  0.4035
47 C 0.9069 -4.0905 4.2962  -0.9689
48 C -0.1800 -3.3120 2.3420  0.4908
49 C -1.1297 2.2302 -3.1837  0.3522
50 C -0.9449 1.4792 1.9128  -1.4445
51 C 3.8082 2.4735 0.1802  -0.4008
52 H 4.1279 2.7501 -0.8258  0.3176


(2)
# C20H22N6O2

An isolated molecule of C20H22N6O2 (ωB97M-V with the def2-TZVPD basis set, OMol25).

## Properties
F_max in eV/Å: 5.76
Relative energy (zero: lowest compared OMol25 entry of this formula, charge and spin) in kJ/mol: 182.3
DFT total energy in eV: -34129.0658
HOMO in eV: -8.66
SMILES string: O=C1N=C(N2CCOCC2)N=C(NC2CNC2)[C@@H]1c1ccc2ccccc2n1

Last column: Mulliken charge in e.
Element x y z (Å)
1 H 2.3948 4.7824 2.2046  0.4144
2 N 0.2775 1.3591 -0.5611  -0.3406
3 C 0.9841 -2.5878 -0.2755  -0.1456
4 H 1.5084 -4.4960 0.6993  0.3279
5 H -3.5882 2.4844 -2.7747  0.3283
6 C 0.7286 -3.7120 0.4688  -1.0276
7 C 1.6066 -0.4122 -2.0129  -0.4119
8 C 4.5403 2.5272 1.5732  -0.7651
9 H -4.3935 -5.0024 0.9399  0.2895
10 N -3.6380 2.7930 -1.8048  -0.5816
11 H 1.1624 2.8578 1.7156  0.3471
12 H -4.5156 2.0228 0.0981  0.2736
13 H -2.1103 3.6842 -0.6041  0.2307
14 H 4.9281 3.3264 1.0010  0.4250
15 H -1.4366 2.9164 -1.9995  0.3145
16 C -2.4570 1.6495 -0.4940  0.2511
17 C 1.6378 1.2954 -0.5132  0.1796
18 C -2.3527 -5.5122 1.5890  -0.5108
19 O 3.6212 3.1978 2.4401  -0.4286
20 H -0.2702 -0.8563 -2.7127  0.4183
21 H -4.3197 0.7271 -1.1493  0.2572
22 H -2.6736 -6.3935 2.1388  0.3777
23 C 2.9109 4.0980 1.6132  -0.7168
24 H 5.3324 1.9983 2.1050  0.3516
25 H -3.6347 -2.8637 -0.3824  0.3964
26 C -2.2782 2.9032 -1.2930  -0.7053
27 C -1.0176 -5.1562 1.5730  -0.8622
28 H -2.2313 -0.3971 -1.1361  0.3104
29 H 1.3089 3.6641 0.1829  0.3386
30 N 2.4888 2.0063 0.2982  0.1813
31 C -0.0040 -1.7774 -0.7910  0.1682
32 C 1.8599 3.1780 0.9886  -0.4324
33 C 3.8814 1.6145 0.5940  -0.3270
34 C -1.5757 -3.1641 0.1912  0.0070
35 C -0.6059 -3.9716 0.8101  0.8636
36 H 3.7455 0.6560 0.9955  0.3441
37 C -0.3649 0.4847 -1.1646  -0.4147
38 C -3.2944 -4.7403 0.9260  -0.3894
39 N -1.3027 -2.1427 -0.6429  -0.4639
40 H 3.4705 4.6214 0.8308  0.3252
41 C -3.9536 1.7062 -0.7817  -0.5389
42 H -0.4644 -5.8366 2.0382  0.5176
43 N -1.7327 0.5555 -1.1087  -0.0592
44 N 2.2674 0.4187 -1.2268  -0.4044
45 H -2.3753 1.7907 0.5844  0.3338
46 H 2.0503 -2.4737 -0.4922  0.3912
47 C -2.9607 -3.5217 0.1949  -0.5067
48 H 4.5008 1.4669 -0.2957  0.3459
49 O 2.1471 -1.0958 -2.8480  -0.6531
50 C 0.1978 -0.6726 -1.7297  1.3761


(3)
# C20H22N9O4S2Y

A structure of composition C20H22N9O4S2Y (ωB97M-V with the def2-TZVPD basis set, OMol25).

## Properties
F_max in eV/Å: 1.05
Relative energy (zero: lowest compared OMol25 entry of this formula, charge and spin) in kJ/mol: 26.3
DFT total energy in eV: -65403.1463
HOMO in eV: -14.12
Charge: +2

Last column: Mulliken charge in e.
Element x y z (Å)
1 H -2.3726 -3.3776 -0.0476  0.2641
2 C 0.5005 -4.1910 -0.7810  0.7801
3 C 5.4145 0.6846 5.1391  -0.3279
4 C 0.2200 1.4833 -3.0896  -0.5134
5 H -1.8369 2.4784 0.7953  0.1575
6 H 2.8531 0.7387 2.8302  0.3521
7 N -0.0073 -0.0789 1.2675  -0.0160
8 H -0.0498 2.2756 -2.4119  0.4484
9 N 0.7313 0.2770 -4.8383  0.1303
10 C 0.2986 1.5248 -4.4397  -0.3475
11 C 3.1118 1.2455 5.2916  -0.0090
12 H 1.2397 -1.4908 -3.7726  0.4674
13 N -2.5212 2.1256 0.1441  -0.3570
14 C -3.7399 2.6131 -0.1075  -0.2987
15 H 1.1117 0.7135 -6.8443  0.3197
16 H 2.2269 -5.2357 -0.8099  0.2233
17 C 1.2842 0.2248 1.4906  -0.5830
18 C 0.9494 -0.1650 -6.2286  -0.8386
19 S 1.2797 -2.6707 -0.7200  -0.4015
20 C -3.3429 0.8557 -1.3533  -0.3930
21 H -5.5852 0.6359 -2.7644  0.4346
22 C -5.7151 2.1029 -1.5505  0.4618
23 N -0.8312 -4.3406 -0.8005  -0.3411
24 H -4.1408 3.4791 0.3961  0.5648
25 O -4.3097 -0.5649 -2.9697  -0.7362
26 C 0.9493 0.4726 3.8399  1.2153
27 C 1.8036 0.5005 2.7311  -0.7245
28 C 3.4693 2.5774 5.1660  0.0249
29 C -0.3997 0.1514 3.6148  -1.1001
30 C -3.3409 -0.3047 -2.3005  0.9087
31 H 5.1324 3.9101 4.9245  0.3791
32 C 4.0998 0.2724 5.2957  -0.0318
33 S 1.4093 0.8151 5.4763  -0.1658
34 H 1.9428 0.2473 0.6263  0.4722
35 N -2.2405 1.0486 -0.6078  0.3389
36 H 6.2132 -0.0478 5.1326  0.3836
37 H -1.2505 -5.2530 -0.9165  0.2284
38 H -1.1062 0.1095 4.4339  0.4382
39 N 0.6023 0.2201 -2.6488  -0.3187
40 C 0.8927 -0.4699 -3.7470  -0.1806
41 H -2.1704 -3.1482 -1.6719  0.3604
42 N 1.2219 -5.3035 -0.8068  -0.4023
43 H 0.0787 -0.7108 -6.5790  0.3322
44 N -1.6825 -3.2274 -0.7799  -0.4688
45 C 4.8181 2.8771 5.0209  -0.3735
46 H 2.7251 3.3626 5.1866  0.4189
47 C -0.8224 -0.1132 2.3388  -0.3766
48 H 1.8341 -0.7928 -6.2670  0.3476
49 Y -0.6261 -0.7036 -0.9325  1.2560
50 H 3.8575 -0.7738 5.4270  0.4172
51 C -4.3182 1.8141 -1.0744  0.1492
52 O -2.2159 -0.9856 -2.2776  -0.5400
53 H -1.8638 -0.3548 2.1531  0.4648
54 H 0.8106 -6.2238 -0.7970  0.2118
55 N 5.7870 1.9602 4.9931  -0.5400
56 O -6.2149 1.3499 -2.5221  -0.4979
57 O -6.2746 3.0660 -1.1104  -0.5285
58 H 0.1099 2.3147 -5.1465  0.4606


(4)
# C20H23AlBBrClF5KLiN3O7PS

A structure of composition C20H23AlBBrClF5KLiN3O7PS (ωB97M-V with the def2-TZVPD basis set, OMol25).

## Properties
F_max in eV/Å: 4.76
Relative energy (zero: lowest compared OMol25 entry of this formula, charge and spin) in kJ/mol: 1169.1
DFT total energy in eV: -179978.3079
HOMO in eV: -7.49

Last column: Mulliken charge in e.
Element x y z (Å)
1 H 1.1230 -1.9276 3.1597  0.4307
2 N 4.6259 -0.0930 -0.2156  -0.4803
3 H -1.9763 -2.4920 -1.0167  0.3954
4 H -2.9035 1.9519 -1.7744  0.5153
5 O 6.6166 -2.8376 -1.4055  -0.5651
6 C -1.7408 1.9324 -1.6217  -1.2013
7 C -0.7298 -1.1936 -0.0784  -0.3281
8 Al -1.4191 0.5022 4.9217  0.7494
9 H -2.8245 -2.1811 5.6797  0.3709
10 H -4.9330 5.3506 1.2003  0.3740
11 H 3.8069 2.9396 -0.9173  0.3488
12 F -4.5065 6.9916 1.0813  -0.7774
13 C 2.0195 -0.6690 1.4116  -0.3804
14 O 3.2642 2.4537 -0.2410  -0.4856
15 Cl 3.9711 -4.4880 1.5084  -0.8493
16 C -3.2755 -1.8654 1.6509  0.3748
17 C -4.5073 -0.4825 -0.2400  -0.4280
18 S -1.7317 -2.7816 2.1746  -0.1341
19 Br 0.9154 -1.1670 -3.5391  -0.0652
20 F 7.8568 -2.7077 -5.5781  -0.3641
21 H 3.0077 -0.4523 1.9284  0.2278
22 H -3.8100 -3.4083 3.8632  0.3203
23 O 7.1539 -1.9968 -3.4150  -0.3377
24 C 1.7520 -0.1197 -0.0418  0.4561
25 C -1.1191 0.8417 -2.6586  -0.6982
26 H 5.4538 0.0594 -0.8091  0.2173
27 O -4.4194 4.0346 -0.9809  -0.6186
28 C -0.3913 -1.7592 1.3549  0.3721
29 H 1.0592 1.1441 -2.4564  0.4516
30 N -3.6254 4.6389 -0.2661  1.0129
31 H -4.3647 -1.1158 5.8918  0.4066
32 C -4.3688 -2.4129 4.0517  -0.7688
33 C 0.4034 -0.3402 -0.8040  0.2040
34 H -4.1015 3.7937 1.5846  0.2491
35 K -3.5824 0.5159 -2.9054  0.8819
36 H -1.5754 1.6923 -0.5180  0.2329
37 C 0.3093 0.2843 -2.2732  -0.8947
38 H -3.2042 5.3468 1.6676  0.2792
39 C -3.9927 4.7977 1.1614  -0.8437
40 B 8.3009 -2.1739 -4.3272  0.4980
41 C -4.4823 -1.7086 2.6033  0.3839
42 C 8.6514 -3.4584 -2.5009  0.5674
43 C -5.7231 -0.9021 2.1469  -0.5483
44 C -5.7269 -0.2943 0.7277  -0.7246
45 H -1.3839 2.9929 -1.8817  0.3867
46 C -3.5920 -1.5134 5.1288  -0.6803
47 O -2.5650 5.1151 -0.6321  -0.5298
48 F 3.0768 3.9828 -3.7856  -0.0308
49 H -5.4098 -2.7391 4.4350  0.4163
50 O 9.1388 -4.2247 -1.7043  -0.5971
51 Li 5.5929 -2.1118 0.7643  0.7171
52 H -4.5096 -0.0275 -1.2925  0.1892
53 C 7.3734 -2.7548 -2.3508  0.6421
54 F 4.2919 4.1763 -2.4606  -0.1182
55 H -3.0686 -0.6520 4.5754  0.0754
56 P 3.2241 0.8400 -0.8132  0.1238
57 H -1.8119 -0.0773 -2.8731  0.4494
58 O 9.2079 -3.1248 -3.6613  -0.4016
59 H 4.8058 0.1521 0.7770  0.3659
60 H -1.0074 1.3917 -3.6939  0.5320
61 H -6.6427 0.3026 0.3661  0.3260
62 N -2.0475 -1.4964 -0.7251  0.0768
63 C 0.9289 -1.5046 2.1164  -0.8918
64 H -6.6048 -0.7599 2.8742  0.3454
65 F 8.9627 -0.9212 -4.5332  -0.3663
66 C -3.2157 -1.2891 0.1851  0.1432